w | DFT (wB97M-V/def2-TZVPD) results for a 2-piece molecular cluster, CH2ClO2P overall.

Properties
Structure (SMILES)   O1C2OP12.Cl
E_HOMO   -0.276 Ha
Charge   0

Atoms and positions in Å:
O1 -0.32728 0.53211 0.39883
C1 0.91228 0.94362 0.51846
O2 1.02735 1.71561 -0.58473
P1 -0.60053 1.32959 -1.09048
H1 1.55485 0.86573 1.33920
Cl1 -0.92039 -2.28498 -0.60001
H2 -1.64628 -3.10167 0.01873

Partial atomic charges computed with the Löwdin method, in multiples of e: atom 1 (O): -0.3892, atom 2 (C): -0.3413, atom 3 (O): -0.3199, atom 4 (P): 0.8711, atom 5 (H): 0.1229, atom 6 (Cl): 0.3210, atom 7 (H): -0.2645

x | DFT (wB97M-V/def2-TZVPD) results for one molecule with the formula CH2ClO2P.

Properties
E_HOMO   -0.375 Ha
Charge   0

Atoms and positions in Å:
C1 -0.18663 0.66568 -0.39026
O1 0.87281 -0.22391 -0.62662
O2 -0.12897 0.60597 1.03197
P1 1.11131 -0.46779 0.95168
Cl1 -0.33957 -2.45990 0.70989
H1 -0.23273 1.75669 -0.85542
H2 -1.09622 0.12325 -0.82125

Partial atomic charges computed with the Löwdin method, in multiples of e: atom 1 (C): -0.3658, atom 2 (O): -0.3810, atom 3 (O): -0.3416, atom 4 (P): 0.8855, atom 5 (Cl): -0.0967, atom 6 (H): 0.1679, atom 7 (H): 0.1317

Relative energies, unit kcal/mol: w 41.6; x 0.0

w | DFT (wB97M-V/def2-TZVPD) results for a 2-piece molecular cluster, C5H13NO2S overall.

Properties
E_HOMO   -0.175 Ha
Charge   0

Atoms and positions in Å:
C1 1.11132 -1.20871 -0.25595
C2 1.13147 0.21795 -0.74231
O1 1.91993 0.61791 -1.56106
O2 0.32423 1.09223 -0.05771
C3 -1.08868 1.11595 -0.47134
C4 -1.91091 -0.03175 0.10484
C5 -2.02331 -1.19948 -0.88270
S1 -3.27799 -0.84905 -2.11433
H1 2.12928 -1.61467 -0.31320
H2 0.72041 -1.27984 0.76023
H3 0.43669 -1.76671 -0.92198
H4 -1.45977 2.09592 -0.15742
H5 -1.13236 1.07777 -1.56226
H6 -2.88765 0.36769 0.43611
H7 -1.40654 -0.39944 1.01259
H8 -2.37390 -2.09407 -0.35486
H9 -2.54415 -0.61261 -3.21619
N1 2.47177 0.89530 2.06583
H10 2.88754 -0.03727 2.02553
H11 1.82647 1.00209 1.26697
H12 1.94447 1.00518 2.93237
H13 3.20170 1.60559 2.00682

Löwdin population analysis, charges in e, atoms 1 to 8: atom 1 (C): -0.0292, atom 2 (C): -0.5676, atom 3 (O): 0.1186, atom 4 (O): -0.1112, atom 5 (C): -0.1767, atom 6 (C): -0.3838, atom 7 (C): -0.6880, atom 8 (S): 0.5401

x | DFT (wB97M-V/def2-TZVPD) results for a 2-piece molecular cluster, C5H13NO2S overall.

Properties
Structure (SMILES)   O=CNCCCCS.O
E_HOMO   -0.336 Ha
Charge   0

Atoms and positions in Å:
O1 -1.46891 -3.27758 -0.04961
C1 -0.29536 -3.08452 0.17895
N1 0.30867 -1.93362 0.55770
C2 -0.40868 -0.85532 1.24467
C3 0.52037 0.20857 1.81701
C4 1.48172 0.85164 0.80996
C5 1.00801 2.05374 -0.01435
S1 0.93906 1.89283 -1.84724
H1 0.43695 -3.86970 -0.11767
H2 1.24952 -1.72696 0.29462
H3 -1.11800 -0.39588 0.54934
H4 -1.00787 -1.29857 2.04977
H5 1.07851 -0.17646 2.66417
H6 -0.21811 0.95834 2.11966
H7 2.37027 1.24079 1.31973
H8 1.90630 0.06699 0.17652
H9 -0.01320 2.29667 0.29512
H10 1.67113 2.89476 0.15249
H11 0.61746 0.60104 -1.77889
O2 -2.63665 1.41923 -0.44122
H12 -3.33317 1.85551 -0.94384
H13 -2.22432 0.64465 -0.82381

Löwdin population analysis, charges in e, atoms 1 to 8: atom 1 (O): 0.0254, atom 2 (C): -0.3818, atom 3 (N): 0.0231, atom 4 (C): -0.1820, atom 5 (C): -0.1776, atom 6 (C): -0.2633, atom 7 (C): -0.5430, atom 8 (S): 0.6855

Relative energies, unit kcal/mol: w 102.4; x 0.0

w | DFT (wB97M-V/def2-TZVPD) results for one molecule with the formula C3H4F2.

Properties
Structure (SMILES)   FC1(F)CC1
E_HOMO   -0.399 Ha
Charge   0

Atoms and positions in Å:
F1 0.36965 1.57486 -0.03411
C1 -0.09735 0.10778 -0.10322
F2 -1.35391 0.21710 0.25184
C2 0.81838 -0.83141 0.62708
C3 0.26709 -1.02095 -0.85226
H1 1.84337 -0.77134 0.98384
H2 0.59480 -1.72166 1.48409
H3 -0.53005 -1.92802 -0.87754
H4 1.02147 -1.23911 -1.57956

Löwdin population analysis, charges in e, atoms 1 to 8: atom 1 (F): -0.0495, atom 2 (C): -0.4965, atom 3 (F): 0.1239, atom 4 (C): -0.0553, atom 5 (C): -0.0392, atom 6 (H): 0.0837, atom 7 (H): 0.1625, atom 8 (H): 0.1737

x | DFT (wB97M-V/def2-TZVPD) results for one molecule with the formula C3H4F2.

Properties
Structure (SMILES)   FC1(F)CC1
E_HOMO   -0.406 Ha
Charge   0

Atoms and positions in Å:
F1 1.01952 1.21482 0.05110
C1 0.19761 -0.05328 -0.05679
F2 0.87112 -1.20505 -0.43839
C2 -1.25677 0.10616 -0.44373
C3 -0.81100 -0.03992 0.87138
H1 -1.77814 0.94622 -0.80306
H2 -2.08549 -0.79453 -0.82338
H3 -1.10578 -1.16592 1.18255
H4 -0.82532 0.84864 1.70429

Löwdin population analysis, charges in e, atoms 1 to 8: atom 1 (F): -0.0261, atom 2 (C): -0.4017, atom 3 (F): 0.0730, atom 4 (C): -0.1018, atom 5 (C): -0.1759, atom 6 (H): 0.0800, atom 7 (H): 0.1892, atom 8 (H): 0.1756

y | DFT (wB97M-V/def2-TZVPD) results for a 2-piece molecular cluster, C3H4F2 overall.

Properties
E_HOMO (spin up / spin down)   -0.337 / -0.310 Ha
Charge   0

Atoms and positions in Å:
C1 1.37491 1.20876 -0.02638
C2 1.10310 -0.06253 -0.15806
C3 -1.76463 -0.91086 0.09658
F1 1.77332 -1.15517 -0.16290
F2 -2.38052 0.25353 -0.16204
H1 2.27635 1.48574 0.38730
H2 0.57979 2.00571 -0.25827
H3 -1.13525 -1.35246 -0.70339
H4 -1.82707 -1.47271 0.98716

Löwdin population analysis, charges in e, atoms 1 to 8: atom 1 (C): -0.0116, atom 2 (C): -0.1958, atom 3 (C): -0.0315, atom 4 (F): 0.0861, atom 5 (F): -0.0437, atom 6 (H): 0.0205, atom 7 (H): 0.0901, atom 8 (H): 0.0478

Relative energies, unit kcal/mol: w 0.0; x 4.0; y 59.8

w | DFT (wB97M-V/def2-TZVPD) results for one molecule with the formula C5H2O.

Properties
E_HOMO   -0.356 Ha
Charge   0

Atoms and positions in Å:
O1 -2.85880 0.16810 0.57468
C1 -1.74888 0.18488 0.11422
C2 -1.04134 0.44592 -1.12856
C3 -0.11025 0.12615 -0.25136
C4 1.16827 -0.12950 0.25668
C5 2.28205 -0.34269 0.66405
H1 -0.91092 -0.12587 0.99290
H2 3.28196 -0.52648 0.99474

Partial atomic charges computed with the Löwdin method, in multiples of e: atom 1 (O): 0.1020, atom 2 (C): -0.4020, atom 3 (C): 0.0989, atom 4 (C): -0.1423, atom 5 (C): -0.0829, atom 6 (C): 0.1851, atom 7 (H): 0.1893, atom 8 (H): 0.0521

x | DFT (wB97M-V/def2-TZVPD) results for one molecule with the formula C5H2O.

Properties
Structure (SMILES)   C#CC(=O)C#C
E_HOMO   -0.377 Ha
Charge   0

Atoms and positions in Å:
C1 0.09973 1.10475 -2.11382
C2 -0.58675 0.67672 -1.08834
C3 -0.82690 -0.28366 -0.00292
O1 -1.57440 -1.27393 -0.19354
C4 0.21187 -0.17691 1.08768
C5 0.80746 -0.88423 2.14702
H1 0.25674 1.85139 -2.86129
H2 1.61226 -1.01412 3.02520

Partial atomic charges computed with the Löwdin method, in multiples of e: atom 1 (C): 0.1641, atom 2 (C): -0.0247, atom 3 (C): -0.4688, atom 4 (O): 0.0745, atom 5 (C): 0.0024, atom 6 (C): 0.1484, atom 7 (H): 0.0239, atom 8 (H): 0.0802

Relative energies, unit kcal/mol: w 8.3; x 0.0